The following is a DFT calculation (the ωB97M-V functional and the def2-TZVPD basis) of a structure of composition C31H56BBrIN4O5.

The geometry in XYZ format:
```
99
Properties=species:S:1:pos:R:3:mulliken_charge:R:1
I -4.367 1.103 2.105 0.389
Br 0.501 2.683 -0.869 0.023
O -5.335 -4.964 -1.697 -0.632
O 8.222 1.434 -4.998 -0.555
O -4.758 -1.936 0.522 -0.368
O -3.080 -2.765 1.941 -0.358
O -2.423 4.236 -1.670 -0.468
N 9.645 2.049 -3.338 0.125
N -2.278 0.550 1.745 -0.832
N -0.060 -2.590 2.488 -0.321
N -7.497 -4.419 -1.244 0.121
C 1.896 -1.853 -2.436 -0.661
C 0.278 4.067 3.770 -1.057
C -1.956 3.199 -2.086 -0.610
C 4.991 1.006 -2.937 -1.367
C -1.003 1.459 -0.304 -0.163
C -4.067 -3.131 2.925 -0.819
C 1.793 3.933 3.606 -1.154
C 3.175 -2.267 -2.713 -1.089
C -2.080 1.825 -1.399 -0.928
C 4.164 -1.319 -2.855 -0.485
C -0.751 -0.478 3.691 -0.662
C -8.565 -4.324 -0.266 -0.947
C 9.135 2.123 -4.583 0.120
C 3.857 0.015 -2.752 0.479
C 2.561 0.394 -2.495 0.251
C 10.733 2.898 -2.893 -0.922
C 9.075 1.081 -2.419 -0.732
C -6.272 -4.868 -0.923 0.140
C 0.856 -0.273 0.323 -2.960
C -7.757 -4.016 -2.617 -0.921
C -1.418 -1.036 -0.126 -2.375
C -0.273 2.208 2.051 -1.751
C -2.061 0.118 3.168 -1.027
C -1.486 1.745 1.192 2.793
C 0.081 -0.223 -2.056 -0.978
C 1.549 -0.527 -2.320 -0.310
C -0.492 2.753 3.498 -0.900
C -0.377 0.047 -0.571 2.916
C -2.589 -0.504 0.700 0.419
C -0.639 -2.018 3.706 -1.183
C -2.286 3.072 1.151 -2.925
B -3.498 -1.765 1.095 0.505
H 10.408 3.497 -2.040 0.330
H -7.582 -4.859 -3.286 0.304
H -8.218 -4.660 0.709 0.302
H 0.914 -2.830 2.630 0.266
H 0.569 1.519 2.097 0.494
H -0.080 2.030 4.216 0.151
H -1.527 2.931 3.803 0.539
H -4.866 -2.396 3.034 0.310
H -0.521 -3.462 2.254 0.201
H 0.463 -0.317 1.344 0.519
H 9.627 2.884 -5.211 0.255
H 9.579 1.132 -1.456 0.387
H -0.467 -1.090 -2.439 0.577
H -8.785 -3.679 -2.717 0.399
H 2.172 3.218 4.342 0.289
H 4.652 1.879 -3.499 0.379
H 5.493 1.262 -2.001 0.249
H -1.877 -1.473 -1.025 0.700
H 1.662 0.452 0.237 0.302
H -0.161 4.830 3.112 0.357
H 5.732 0.511 -3.572 0.380
H -2.294 0.993 3.778 0.910
H -4.451 -4.118 2.657 0.307
H -4.646 -2.532 -0.238 0.267
H -3.103 1.778 -1.010 0.557
H -3.154 3.122 0.497 0.615
H 2.344 1.456 -2.453 0.345
H 5.168 -1.668 -3.071 0.423
H 0.192 -0.086 3.312 0.433
H 11.046 3.565 -3.694 0.299
H 9.182 0.079 -2.837 0.296
H 0.149 3.103 1.602 1.284
H -1.605 3.828 0.756 0.478
H -8.898 -3.288 -0.187 0.336
H -1.570 -2.498 4.011 0.038
H 2.240 4.894 3.876 0.421
H 11.582 2.281 -2.593 0.330
H 1.118 -2.609 -2.339 0.395
H -7.079 -3.209 -2.898 0.266
H 8.013 1.292 -2.290 0.085
H -6.178 -5.149 0.140 0.290
H 2.048 3.667 2.579 0.285
H -0.728 -0.218 4.758 0.541
H 3.380 -3.327 -2.810 0.401
H 0.058 -2.235 4.530 0.605
H -0.188 0.585 -2.747 0.349
H -3.603 -3.246 3.911 0.327
H -3.251 -0.011 -0.014 0.460
H -1.452 3.204 -3.077 0.405
H -2.074 1.092 -2.212 0.731
H -9.404 -4.947 -0.578 0.369
H -0.911 -1.874 0.357 0.052
H -0.013 4.370 4.782 0.520
H -2.583 3.438 2.135 0.618
H -2.850 -0.531 3.556 0.700
H 1.184 -1.300 0.169 0.752
```

Summary:
- strongest force on any atom (eV Å⁻¹) = 2.43
- spin multiplicity = 1
- total charge = +1
- gap between HOMO and LUMO (eV) = 5.45
- HOMO level (eV) = -10.572